(1)
Molecular formula: C45H63N3P2PtS2Si
Method: DFT, the ωB97M-V functional and the def2-TZVPD basis

Structure (XYZ):
```
117
C45H63N3P2PtS2Si (the ωB97M-V functional and the def2-TZVPD basis)
Pt 1.1783 0.2249 -0.0527
C 1.2068 -3.2904 -0.8075
Si 0.2336 -2.0310 0.1911
C 0.6109 -2.3734 2.0200
C 0.6360 -3.6832 2.5104
C 0.9404 -3.9473 3.8371
C 1.2393 -2.9022 4.7025
C 1.2248 -1.5980 4.2366
C 0.9113 -1.3375 2.9010
P 0.8602 0.3457 2.2542
C 2.1744 1.2967 3.1105
C 3.5784 0.7841 2.7561
C 4.6454 1.7323 3.2994
C 4.5264 3.1406 2.6746
C 3.1630 3.3613 2.0139
C 2.0544 2.8316 2.9174
C -0.7480 1.0339 2.7938
C -1.9205 0.2364 2.1981
C -3.2202 0.4780 2.9847
C -3.2253 1.8719 3.5999
C -2.1227 1.9825 4.6636
C -0.8867 1.1258 4.3198
C -1.5913 -2.2949 -0.0671
C -2.3525 -3.1466 0.7341
C -3.6959 -3.3495 0.4607
C -4.2834 -2.7192 -0.6269
C -3.5308 -1.8908 -1.4446
C -2.1842 -1.6632 -1.1605
P -1.0469 -0.6265 -2.1371
C -0.7786 -1.2954 -3.8498
C 0.1833 -2.4886 -3.9265
C -0.5118 -3.8346 -3.7329
C -1.5975 -4.0308 -4.7848
C -2.6465 -2.9363 -4.6299
C -2.0249 -1.5422 -4.7296
C -1.8840 1.0150 -2.3625
C -3.3926 1.0705 -2.6631
C -3.8786 2.5220 -2.6897
C -3.1180 3.3443 -3.7218
C -1.6255 3.2947 -3.4197
C -1.1160 1.8541 -3.3939
H 1.5337 -4.0906 -0.1370
H 2.0893 -2.8966 -1.3064
H 0.5689 -3.7390 -1.5702
H 0.4230 -4.5180 1.8500
H 0.9524 -4.9685 4.1960
H 1.4869 -3.1033 5.7365
H 1.4572 -0.7942 4.9240
H 1.9886 1.0728 4.1639
H 3.6840 0.7190 1.6701
H 3.7199 -0.2240 3.1542
H 5.6310 1.3107 3.1025
H 4.5500 1.7886 4.3865
H 5.3232 3.3105 1.9493
H 4.6576 3.8915 3.4554
H 3.1144 2.8591 1.0409
H 3.0142 4.4247 1.8192
H 1.0750 3.1062 2.5266
H 2.1377 3.3108 3.8962
H -0.7750 2.0505 2.3976
H -1.6920 -0.8294 2.2074
H -2.0544 0.5226 1.1501
H -3.3106 -0.2643 3.7828
H -4.0753 0.3296 2.3244
H -4.1945 2.0967 4.0440
H -3.0690 2.6154 2.8105
H -2.5096 1.6623 5.6320
H -1.8195 3.0250 4.7779
H -0.9924 0.1163 4.7262
H -0.0057 1.5713 4.7842
H -1.9068 -3.6505 1.5839
H -4.2839 -4.0062 1.0893
H -5.3313 -2.8816 -0.8467
H -3.9991 -1.4485 -2.3145
H -0.2538 -0.4374 -4.2813
H 1.0100 -2.3495 -3.2265
H 0.6242 -2.4849 -4.9286
H -0.9909 -3.8822 -2.7469
H 0.2265 -4.6388 -3.7815
H -2.0549 -5.0159 -4.6855
H -1.1533 -3.9830 -5.7848
H -3.1565 -3.0672 -3.6750
H -3.4083 -3.0239 -5.4066
H -2.7864 -0.7846 -4.5526
H -1.6924 -1.3973 -5.7631
H -1.7706 1.4770 -1.3791
H -3.9565 0.5374 -1.8965
H -3.6158 0.6208 -3.6321
H -3.7447 2.9668 -1.6961
H -4.9493 2.5331 -2.8990
H -3.4720 4.3763 -3.7283
H -3.3043 2.9391 -4.7223
H -1.4541 3.7493 -2.4403
H -1.0575 3.8727 -4.1509
H -0.0389 1.8227 -3.2048
H -1.2735 1.4253 -4.3891
C -0.3119 5.3006 -0.0031
S 0.8654 4.8748 -1.3040
C 1.1391 3.1789 -1.0737
S 0.1041 2.2860 0.0344
N 2.1194 2.6774 -1.7521
N 2.3991 1.3963 -1.3648
C 3.5323 0.9190 -1.6805
C 3.9306 -0.3162 -1.0394
C 5.1996 -0.8244 -1.2550
C 5.6333 -1.9169 -0.5209
C 4.7694 -2.4515 0.4130
C 3.5049 -1.9076 0.5613
N 3.0611 -0.8636 -0.1458
H -0.3045 6.3888 0.0269
H 0.0217 4.9205 0.9598
H -1.3194 4.9567 -0.2295
H 4.2079 1.4815 -2.3137
H 5.8409 -0.3462 -1.9832
H 6.6254 -2.3230 -0.6653
H 5.0539 -3.2910 1.0322
H 2.8283 -2.3295 1.2882
```

Net charge: +2



(2)
Molecular formula: C45H65GeIrN5P3
Method: DFT, the ωB97M-V functional and the def2-TZVPD basis

Structure (XYZ):
```
120
C45H65GeIrN5P3 (the ωB97M-V functional and the def2-TZVPD basis)
Ir -0.2646 -0.2339 -0.0109
C 1.9471 -4.8344 1.2812
C 0.7063 -3.9497 1.1834
C 0.0624 -3.8483 2.5696
P 1.0378 -2.2578 0.4795
C 2.1792 -1.5635 1.7426
N 1.4452 -0.9210 2.8113
Ge -0.0001 0.1720 2.3569
N 0.5432 1.9971 2.2724
C 0.8852 2.5381 0.9555
P -0.5228 2.3959 -0.2205
C 0.1894 2.5073 -1.9570
C -0.8908 3.0484 -2.9072
C 0.6375 1.1397 -2.4757
C -1.3235 4.0882 -0.1045
C -2.0041 4.3881 1.2329
C -0.3228 5.2038 -0.4107
C 0.6360 2.7276 3.4409
C 0.9083 4.0999 3.4933
C 1.0947 4.7401 4.7077
C 1.0745 4.0164 5.8903
C 0.7771 2.6635 5.8482
C 0.4812 2.0416 4.6488
N 0.0551 0.6553 4.5052
C 1.0391 -0.2947 5.0663
C 1.2147 -0.4745 6.4242
C 2.2330 -1.2867 6.8997
C 3.0616 -1.9286 5.9920
C 2.8466 -1.8092 4.6274
C 1.8052 -1.0124 4.1365
C -1.2697 0.3607 5.0389
C -1.7736 0.8619 6.2240
C -2.9767 0.3939 6.7353
C -3.6504 -0.6053 6.0536
C -3.1730 -1.0705 4.8366
C -1.9995 -0.5513 4.2784
N -1.5203 -0.8824 3.0127
C -2.4627 -1.5047 2.1015
P -2.4189 -0.7972 0.4214
C -3.7126 0.5120 0.5949
C -5.1439 0.0310 0.8864
C -3.2975 1.4474 1.7327
C -2.9794 -2.0993 -0.7777
C -4.4644 -2.2003 -1.1138
C -2.4193 -3.4670 -0.4004
C 2.0813 -2.4731 -1.0275
C 1.3969 -3.4649 -1.9797
C 3.5693 -2.7490 -0.8270
H 1.6385 -5.8008 1.6838
H 2.6841 -4.4167 1.9678
H 2.4223 -5.0152 0.3214
H 0.0071 -4.4270 0.4943
H 0.7920 -3.5036 3.3048
H -0.2882 -4.8339 2.8816
H -0.7695 -3.1602 2.6004
H 2.6827 -0.7914 1.1602
H 2.9039 -2.3024 2.0745
H 1.6410 1.8738 0.5293
H 1.2935 3.5451 0.9911
H 1.0531 3.1756 -1.9416
H -1.8417 2.5266 -2.7595
H -0.5830 2.8922 -3.9412
H -1.0629 4.1160 -2.7784
H -0.1749 0.3882 -2.3646
H 1.5248 0.7907 -1.9517
H 0.8702 1.1929 -3.5426
H -2.0988 4.0780 -0.8734
H -1.3294 4.2220 2.0753
H -2.8940 3.7971 1.3851
H -2.2993 5.4388 1.2494
H 0.2938 5.4199 0.4623
H -0.8804 6.1116 -0.6448
H 0.3382 4.9922 -1.2483
H 0.9937 4.6668 2.5776
H 1.2911 5.8043 4.7227
H 1.2906 4.4948 6.8351
H 0.8096 2.1076 6.7734
H 0.5476 -0.0017 7.1324
H 2.3844 -1.4032 7.9634
H 3.8795 -2.5443 6.3433
H 3.4971 -2.3396 3.9466
H -1.2430 1.6333 6.7609
H -3.3545 0.7798 7.6715
H -4.5622 -1.0236 6.4598
H -3.7039 -1.8684 4.3360
H -3.4867 -1.4040 2.4609
H -2.2579 -2.5694 1.9897
H -3.6920 1.0636 -0.3516
H -5.1690 -0.8573 1.5177
H -5.7088 -0.1796 -0.0151
H -5.6660 0.8213 1.4256
H -3.3932 0.9465 2.6984
H -3.9644 2.3063 1.7423
H -2.2741 1.7988 1.6381
H -2.4561 -1.7730 -1.6853
H -5.0679 -2.4476 -0.2414
H -4.5925 -2.9994 -1.8457
H -4.8442 -1.2845 -1.5623
H -2.9868 -3.9167 0.4163
H -1.3786 -3.3964 -0.1073
H -2.4863 -4.1385 -1.2577
H 2.0125 -1.4786 -1.4750
H 1.5801 -4.5007 -1.6880
H 1.7719 -3.3329 -2.9950
H 0.3131 -3.3101 -2.0016
H 3.7753 -3.6929 -0.3271
H 4.0488 -1.9476 -0.2656
H 4.0446 -2.7867 -1.8097
N 2.3366 0.4335 -0.1138
C 3.5997 0.8470 -0.2193
C 4.3794 1.1758 0.9392
C 5.6838 1.6092 0.8358
C 6.2919 1.7355 -0.4145
C 5.5712 1.4162 -1.5665
C 4.2643 0.9880 -1.4821
H 3.8979 1.0792 1.9078
H 6.2375 1.8508 1.7351
H 7.3155 2.0774 -0.4877
H 6.0456 1.5065 -2.5366
H 3.7066 0.7330 -2.3764
```

2S+1: 2
Net charge: +1
<S²>: 0.80



(3)
Molecular formula: C45H72FN22
Method: DFT, the ωB97M-V functional and the def2-TZVPD basis

Structure (XYZ):
```
140
C45H72FN22 (the ωB97M-V functional and the def2-TZVPD basis)
N -0.7974 -4.1109 1.9186
C -1.7632 -3.1227 1.3064
C -3.1108 -3.1145 2.0566
C -4.0455 -4.1038 1.3939
F -3.5710 -5.3912 1.6798
H -0.1254 -3.6261 2.5240
H -0.2716 -4.5969 1.1927
H -1.2611 -4.8173 2.4919
H -1.8970 -3.3977 0.2640
H -1.3213 -2.1341 1.3441
H -3.4942 -2.0999 2.0048
H -2.9112 -3.4014 3.0916
H -4.0224 -3.9505 0.3127
H -5.0855 -4.0209 1.7058
C 0.3090 1.2158 0.3934
C -0.1474 -0.0369 -0.1935
N -0.5076 -1.0034 -0.7020
H 1.3971 1.2568 0.3691
H -0.1018 2.0561 -0.1743
H -0.0315 1.2912 1.4244
C -1.7338 3.7535 -3.4080
C -1.3730 3.8010 -1.9931
N -1.0493 3.8206 -0.8906
H -2.2460 2.8203 -3.6277
H -2.3822 4.5892 -3.6493
H -0.8337 3.8105 -4.0118
C -0.4255 -3.9693 6.2944
C 0.4525 -3.8509 5.1386
N 1.1918 -3.7559 4.2609
H -0.5121 -5.0116 6.5980
H -0.0124 -3.3962 7.1214
H -1.4106 -3.5757 6.0532
C -3.3511 -6.6277 -1.1851
C -2.3978 -6.5272 -2.2850
N -1.6353 -6.4488 -3.1401
H -3.5491 -7.6719 -0.9515
H -2.9415 -6.1391 -0.3068
H -4.2758 -6.1275 -1.4636
C -4.2918 -3.5521 -4.0863
C -5.0694 -4.0848 -2.9715
N -5.6913 -4.5032 -2.1005
H -3.3504 -4.0937 -4.1686
H -4.8523 -3.6704 -5.0114
H -4.0895 -2.4953 -3.9228
C 0.3511 -0.0134 4.0882
C -0.3407 -0.5294 5.2605
N -0.9082 -0.9385 6.1719
H 1.3587 -0.4252 4.0296
H -0.2037 -0.2879 3.1917
H 0.4108 1.0699 4.1532
C 2.9526 -6.0083 8.0403
C 1.9349 -5.1915 8.6962
N 1.1394 -4.5505 9.2195
H 2.5999 -7.0337 7.9481
H 3.1661 -5.6105 7.0497
H 3.8663 -5.9986 8.6310
C 0.6565 -3.9204 -2.3703
C 2.0178 -3.6228 -2.8024
N 3.0887 -3.3886 -3.1416
H 0.2379 -3.0520 -1.8596
H 0.0364 -4.1662 -3.2297
H 0.6662 -4.7773 -1.6969
C -0.2966 5.4065 -7.5429
C -1.0274 4.3406 -6.8706
N -1.6178 3.5084 -6.3410
H -0.9699 5.9320 -8.2137
H 0.1088 6.0977 -6.8060
H 0.5245 4.9907 -8.1242
C -5.9895 -0.6161 4.4492
C -4.6467 -0.3647 3.9346
N -3.5879 -0.1673 3.5364
H -6.3588 0.2712 4.9596
H -6.6609 -0.8579 3.6274
H -5.9656 -1.4467 5.1520
C -4.8990 4.5662 -9.0250
C -3.5527 4.8846 -9.4894
N -2.4902 5.1355 -9.8438
H -5.3552 5.4404 -8.5710
H -5.5120 4.2436 -9.8627
H -4.8502 3.7654 -8.2889
C -2.8035 2.5186 5.8154
C -1.5108 2.8049 5.2058
N -0.4930 3.0303 4.7244
H -3.2021 3.4226 6.2720
H -3.4930 2.1630 5.0519
H -2.6834 1.7492 6.5764
C 2.2286 3.3999 6.3574
C 3.0037 4.1728 7.3238
N 3.6139 4.7702 8.0908
H 2.2022 2.3564 6.6689
H 1.2128 3.7754 6.2941
H 2.6899 3.4637 5.3735
C 5.2093 1.0874 6.1521
C 4.4323 0.8547 4.9378
N 3.7833 0.7011 4.0026
H 4.5861 0.8860 7.0226
H 6.0796 0.4391 6.1752
H 5.5385 2.1239 6.1802
C 1.0834 6.2547 -2.6764
C 1.5805 5.5753 -3.8688
N 1.9353 5.0448 -4.8238
H 1.3505 5.6864 -1.7875
H 1.5082 7.2541 -2.6065
H -0.0006 6.3252 -2.7412
C 8.4890 3.2961 8.0384
C 8.3561 1.9888 7.4027
N 8.2516 0.9608 6.9028
H 9.0369 3.1953 8.9730
H 9.0292 3.9718 7.3784
H 7.5033 3.7102 8.2456
C 3.1094 2.3533 -9.0275
C 2.8726 3.7002 -9.5366
N 2.6832 4.7622 -9.9277
H 4.1501 2.0778 -9.1859
H 2.8898 2.3211 -7.9617
H 2.4686 1.6445 -9.5481
C -4.0084 8.0053 -3.9107
C -2.9552 7.3611 -3.1333
N -2.1267 6.8543 -2.5210
H -4.8345 8.2764 -3.2565
H -3.6174 8.9033 -4.3846
H -4.3686 7.3233 -4.6788
C 5.5757 -4.5437 -0.7355
C 6.6222 -5.5074 -0.4113
N 7.4396 -6.2708 -0.1567
H 4.8155 -4.5547 0.0434
H 6.0005 -3.5444 -0.8034
H 5.1155 -4.7950 -1.6891
C 9.6094 -8.4952 1.2849
C 10.6021 -9.0461 2.2032
N 11.3781 -9.4791 2.9293
H 9.8106 -8.8367 0.2719
H 8.6133 -8.8198 1.5770
H 9.6435 -7.4088 1.3028
C -8.7198 5.6655 -11.1571
C -8.2165 5.7006 -9.7877
N -7.8224 5.7282 -8.7102
H -9.2304 4.7217 -11.3376
H -9.4184 6.4850 -11.3125
H -7.8924 5.7650 -11.8573
```

Net charge: +1



| no. | total energy (eV) |
| --- | --- |
| 1 | -103520.6092 |
| 2 | -142386.2332 |
| 3 | -83321.2064 |